[1]
{"formula": "C42H61BCuN2O4PS", "method": "the ωB97M-V functional and the def2-TZVPD basis", "energy_ha": -4452.50032, "e_above_lowest_kj_mol": 192.0, "homo_lumo_gap_ha": [0.2279, 0.2333], "charge": -1, "s_squared": 0.778, "spin_multiplicity": 2, "symbols": ["Cu", "C", "C", "C", "C", "C", "C", "C", "N", "C", "C", "C", "C", "C", "C", "O", "C", "C", "C", "C", "C", "C", "C", "C", "C", "O", "C", "C", "C", "C", "C", "C", "H", "H", "H", "H", "H", "H", "H", "H", "H", "H", "H", "H", "H", "H", "H", "H", "H", "H", "H", "H", "H", "H", "H", "H", "H", "H", "H", "H", "H", "H", "H", "H", "H", "H", "H", "H", "H", "H", "H", "H", "S", "C", "N", "C", "P", "C", "C", "H", "H", "H", "H", "H", "H", "H", "H", "H", "C", "C", "C", "C", "C", "C", "C", "C", "O", "B", "O", "C", "C", "H", "H", "H", "H", "H", "H", "H", "H", "H", "H", "H", "H"], "xyz": [[-3.54, 17.99, 13.03], [-3.02, 16.50, 6.23], [-2.63, 17.92, 6.57], [-2.97, 18.65, 5.26], [-1.12, 17.96, 6.93], [-3.58, 18.41, 7.71], [-3.51, 17.67, 8.86], [-4.08, 18.19, 10.03], [-4.33, 17.47, 11.21], [-4.76, 16.15, 11.24], [-4.89, 15.26, 10.14], [-5.27, 13.95, 10.37], [-5.51, 13.50, 11.72], [-5.50, 14.31, 12.81], [-4.97, 15.67, 12.57], [-4.72, 16.43, 13.61], [-5.93, 13.96, 14.17], [-6.23, 12.43, 14.20], [-4.89, 14.22, 15.26], [-7.28, 14.66, 14.34], [-5.22, 12.84, 9.19], [-5.92, 11.54, 9.43], [-5.92, 13.60, 8.12], [-3.80, 12.69, 8.78], [-4.59, 19.51, 10.02], [-5.06, 20.04, 11.17], [-4.91, 20.22, 8.82], [-4.23, 19.68, 7.69], [-5.62, 21.58, 8.63], [-6.63, 21.98, 9.69], [-6.43, 21.55, 7.28], [-4.57, 22.75, 8.64], [-2.37, 16.12, 5.43], [-4.02, 16.30, 5.94], [-2.85, 15.87, 7.07], [-2.59, 18.17, 4.35], [-2.83, 19.73, 5.22], [-4.08, 18.47, 5.16], [-0.54, 17.82, 6.04], [-0.99, 17.17, 7.66], [-0.76, 18.89, 7.28], [-3.12, 16.71, 8.94], [-4.85, 15.78, 9.15], [-5.75, 12.46, 11.74], [-5.43, 11.79, 13.82], [-7.12, 12.16, 13.62], [-6.40, 12.22, 15.28], [-3.98, 13.72, 15.03], [-5.30, 13.82, 16.20], [-4.66, 15.26, 15.41], [-7.95, 14.24, 13.62], [-7.22, 15.83, 14.18], [-7.70, 14.42, 15.36], [-6.88, 11.80, 9.98], [-5.30, 10.86, 9.98], [-6.00, 11.14, 8.46], [-6.98, 13.64, 8.43], [-6.10, 13.10, 7.20], [-5.44, 14.56, 7.84], [-3.14, 12.33, 9.63], [-3.33, 13.59, 8.41], [-3.70, 12.03, 7.92], [-4.28, 20.12, 6.71], [-7.38, 21.25, 9.94], [-7.08, 22.99, 9.43], [-6.14, 22.08, 10.64], [-7.17, 20.75, 7.32], [-5.93, 21.37, 6.30], [-7.01, 22.50, 7.18], [-4.43, 22.94, 9.68], [-4.91, 23.67, 8.17], [-3.63, 22.49, 8.16], [-4.40, 20.43, 16.24], [-4.21, 20.22, 14.66], [-4.10, 19.97, 13.53], [-1.62, 16.33, 15.31], [-1.67, 16.78, 13.55], [-1.51, 15.18, 12.61], [-0.03, 17.42, 13.19], [-2.32, 15.52, 15.52], [-1.96, 17.22, 15.81], [-0.61, 16.09, 15.68], [-0.69, 14.64, 12.98], [-1.50, 15.37, 11.51], [-2.43, 14.61, 12.77], [0.86, 16.89, 13.54], [0.15, 18.46, 13.59], [0.22, 17.54, 12.12], [2.26, 23.51, 13.33], [1.79, 22.36, 12.52], [2.36, 22.51, 11.05], [2.32, 21.07, 13.13], [0.26, 22.34, 12.45], [-0.53, 23.40, 12.91], [-1.93, 23.42, 12.76], [-2.50, 22.27, 12.29], [-3.84, 22.05, 12.05], [-3.89, 20.56, 12.07], [-2.54, 20.04, 11.64], [-1.73, 21.10, 11.92], [-0.38, 21.17, 12.03], [3.36, 23.66, 13.29], [1.86, 23.60, 14.34], [2.02, 24.48, 13.00], [3.44, 22.73, 11.08], [1.96, 23.39, 10.53], [2.21, 21.64, 10.48], [3.39, 21.17, 13.21], [2.09, 20.17, 12.50], [1.87, 20.92, 14.08], [-0.09, 24.31, 13.22], [-2.52, 24.27, 13.06], [0.12, 20.30, 11.67]]}

***

[2]
{"formula": "C42H61BN9OPtS4Se", "method": "the ωB97M-V functional and the def2-TZVPD basis", "energy_ha": -6342.65107, "e_above_lowest_kj_mol": 129.8, "homo_lumo_gap_ha": [0.1786, 0.1787], "charge": 3, "symbols": ["Pt", "C", "C", "C", "C", "N", "N", "B", "N", "N", "C", "C", "C", "C", "C", "S", "C", "C", "C", "C", "N", "N", "C", "C", "C", "C", "C", "S", "C", "C", "C", "C", "C", "S", "C", "C", "C", "C", "H", "H", "H", "H", "H", "H", "H", "H", "H", "H", "H", "H", "H", "H", "H", "H", "H", "H", "H", "H", "H", "H", "H", "H", "H", "H", "H", "H", "H", "H", "H", "H", "H", "H", "H", "H", "H", "H", "H", "C", "C", "C", "C", "N", "C", "Se", "N", "C", "C", "C", "C", "C", "C", "C", "C", "C", "C", "H", "H", "H", "H", "H", "H", "H", "H", "H", "H", "H", "H", "H", "H", "H", "H", "H", "H", "H", "H", "H", "H", "O", "S", "N"], "xyz": [[-0.71, 0.66, 0.83], [3.65, 4.30, 0.76], [3.15, 3.17, -0.08], [3.41, 3.12, -1.44], [2.95, 2.04, -2.20], [2.23, 1.08, -1.65], [1.98, 1.10, -0.35], [1.23, -0.11, 0.17], [1.00, -1.22, -0.89], [2.06, -1.98, -1.12], [1.98, -2.99, -1.96], [0.74, -3.31, -2.55], [-0.36, -2.53, -2.34], [-1.69, -2.82, -2.96], [-0.19, -1.42, -1.47], [-1.49, -0.34, -1.15], [3.25, -3.79, -2.21], [3.05, -4.82, -3.32], [3.63, -4.51, -0.90], [4.36, -2.82, -2.63], [1.92, -0.72, 1.42], [3.24, -0.68, 1.38], [3.95, -1.18, 2.37], [3.29, -1.75, 3.48], [1.92, -1.79, 3.53], [1.17, -2.35, 4.69], [1.22, -1.24, 2.43], [-0.49, -1.19, 2.39], [5.46, -1.06, 2.25], [6.17, -1.51, 3.52], [5.91, -1.94, 1.06], [5.81, 0.41, 1.94], [2.40, 2.11, 0.45], [1.95, 2.12, 2.17], [3.30, 1.91, -3.67], [4.82, 2.12, -3.81], [2.90, 0.54, -4.21], [2.56, 3.02, -4.44], [4.51, 4.77, 0.29], [3.94, 3.98, 1.76], [2.87, 5.06, 0.86], [3.99, 3.92, -1.89], [0.66, -4.19, -3.18], [-1.71, -3.82, -3.38], [-1.90, -2.11, -3.76], [-2.49, -2.72, -2.23], [2.36, -5.61, -3.03], [4.01, -5.30, -3.54], [2.71, -4.35, -4.25], [2.93, -5.32, -0.68], [3.64, -3.81, -0.06], [4.63, -4.94, -1.01], [4.16, -2.41, -3.62], [5.32, -3.34, -2.67], [4.44, -1.99, -1.92], [3.87, -2.14, 4.30], [1.85, -2.61, 5.50], [0.63, -3.25, 4.40], [0.44, -1.63, 5.06], [5.99, -2.56, 3.73], [5.88, -0.91, 4.38], [7.25, -1.39, 3.38], [5.75, -2.99, 1.28], [6.97, -1.78, 0.87], [5.34, -1.67, 0.17], [5.56, 1.06, 2.78], [5.28, 0.75, 1.05], [6.88, 0.49, 1.76], [5.38, 1.48, -3.12], [5.11, 3.15, -3.64], [5.13, 1.86, -4.82], [3.39, -0.25, -3.64], [3.20, 0.45, -5.25], [1.82, 0.39, -4.15], [2.82, 4.01, -4.07], [1.48, 2.89, -4.36], [2.83, 2.96, -5.50], [-4.51, 5.30, 1.13], [-5.67, 4.30, 1.10], [-6.00, 3.81, -0.31], [-4.96, 2.86, -0.92], [-5.10, 1.49, -0.42], [-4.38, 0.91, 0.56], [-2.97, 1.73, 1.47], [-4.89, -0.32, 0.80], [-4.34, -1.31, 1.72], [-4.55, -0.99, 3.20], [-6.02, -0.86, 3.62], [-6.63, 0.52, 3.34], [-5.96, -0.53, -0.04], [-6.84, -1.60, -0.19], [-7.82, -1.48, -1.15], [-7.93, -0.34, -1.96], [-7.07, 0.74, -1.81], [-6.09, 0.62, -0.83], [-4.39, 5.70, 2.14], [-4.72, 6.14, 0.47], [-3.57, 4.84, 0.83], [-6.55, 4.77, 1.51], [-5.44, 3.44, 1.75], [-6.09, 4.67, -0.98], [-6.97, 3.30, -0.31], [-3.95, 3.20, -0.71], [-5.08, 2.82, -2.01], [-3.27, -1.41, 1.51], [-4.82, -2.25, 1.49], [-4.01, -0.08, 3.47], [-4.08, -1.81, 3.75], [-6.08, -1.05, 4.70], [-6.62, -1.64, 3.14], [-5.98, 1.31, 3.72], [-7.59, 0.61, 3.83], [-6.79, 0.69, 2.27], [-6.77, -2.49, 0.42], [-8.53, -2.29, -1.29], [-8.70, -0.30, -2.71], [-7.17, 1.62, -2.42], [0.41, 3.87, 3.93], [-0.46, 3.35, 2.92], [0.29, 2.34, 1.95]]}

***

[3]
{"formula": "C42H61NO15P2S5", "method": "the ωB97M-V functional and the def2-TZVPD basis", "energy_ha": -5493.72764, "homo_lumo_gap_ha": 0.2355, "symbols": ["O", "C", "C", "C", "C", "C", "C", "C", "C", "O", "C", "C", "C", "C", "C", "C", "N", "C", "C", "C", "C", "C", "C", "P", "P", "O", "O", "O", "C", "C", "H", "H", "H", "H", "H", "H", "H", "H", "H", "H", "H", "H", "H", "H", "H", "H", "H", "H", "H", "H", "H", "O", "S", "O", "C", "C", "C", "C", "H", "H", "H", "H", "H", "H", "H", "H", "O", "S", "O", "C", "C", "C", "C", "H", "H", "H", "H", "H", "H", "H", "H", "O", "S", "O", "C", "C", "C", "C", "H", "H", "H", "H", "H", "H", "H", "H", "O", "S", "O", "C", "C", "C", "C", "H", "H", "H", "H", "H", "H", "H", "H", "O", "S", "O", "C", "C", "C", "C", "H", "H", "H", "H", "H", "H", "H", "H"], "xyz": [[-0.17, -3.47, -4.08], [0.98, -3.07, -4.14], [1.86, -3.42, -5.38], [1.26, -4.29, -6.43], [2.07, -4.59, -7.63], [3.47, -4.04, -7.71], [4.06, -3.18, -6.65], [3.22, -2.86, -5.45], [3.85, -1.90, -4.35], [4.91, -1.38, -4.64], [3.04, -1.68, -3.04], [3.52, -0.96, -1.83], [4.98, -0.38, -1.77], [5.62, -0.57, -0.30], [5.94, -2.11, -0.05], [4.78, -2.84, 0.75], [5.20, -4.06, 1.47], [6.34, -4.35, 2.23], [6.12, -5.74, 2.70], [4.80, -6.23, 2.17], [4.25, -5.11, 1.37], [2.64, -0.77, -0.63], [1.23, -1.29, -0.58], [0.20, -0.95, 0.94], [-1.62, 0.09, 0.24], [-2.18, -0.65, -0.94], [-1.19, 1.66, -0.28], [-2.67, 0.09, 1.55], [0.76, -2.05, -1.78], [1.64, -2.24, -2.97], [0.22, -4.67, -6.25], [1.63, -5.21, -8.45], [4.04, -4.30, -8.65], [5.09, -2.74, -6.72], [4.95, 0.75, -1.92], [5.71, -0.85, -2.48], [5.03, -0.08, 0.51], [6.63, -0.04, -0.32], [6.00, -2.64, -1.06], [6.96, -2.28, 0.42], [3.95, -3.06, 0.02], [4.35, -2.11, 1.50], [7.19, -3.64, 2.41], [6.81, -6.32, 3.37], [4.28, -7.21, 2.31], [3.31, -4.99, 0.78], [2.97, -0.20, 0.28], [-0.17, -2.21, 1.48], [-0.21, 1.64, -0.37], [-3.48, -0.36, 1.23], [-0.29, -2.48, -1.74], [-5.12, 6.49, -2.14], [-5.56, 5.83, -0.93], [-6.63, 6.34, -0.12], [-5.89, 4.11, -1.33], [-4.55, 3.41, -1.12], [-3.97, 4.00, 0.17], [-4.13, 5.52, 0.10], [-6.27, 4.03, -2.34], [-6.63, 3.75, -0.62], [-4.67, 2.33, -1.06], [-3.88, 3.64, -1.96], [-4.52, 3.61, 1.03], [-2.92, 3.72, 0.30], [-4.30, 5.95, 1.09], [-3.26, 5.99, -0.37], [-8.55, 6.95, -2.65], [-8.27, 8.13, -1.86], [-7.28, 8.13, -0.82], [-7.96, 9.50, -2.97], [-9.34, 10.10, -3.22], [-10.04, 10.12, -1.86], [-9.82, 8.76, -1.20], [-7.48, 9.14, -3.87], [-7.32, 10.20, -2.45], [-9.27, 11.09, -3.66], [-9.90, 9.46, -3.91], [-9.60, 10.90, -1.23], [-11.11, 10.35, -1.96], [-9.75, 8.84, -0.12], [-10.61, 8.05, -1.47], [-3.82, -3.48, 5.67], [-4.06, -2.06, 5.65], [-3.34, -1.14, 6.50], [-3.96, -1.48, 3.96], [-5.38, -1.64, 3.43], [-6.31, -1.15, 4.54], [-5.82, -1.78, 5.85], [-3.23, -2.06, 3.42], [-3.67, -0.43, 3.99], [-5.53, -1.08, 2.50], [-5.58, -2.70, 3.22], [-6.25, -0.06, 4.61], [-7.35, -1.41, 4.34], [-5.99, -1.11, 6.70], [-6.30, -2.74, 6.03], [-2.56, 2.95, 3.43], [-1.74, 1.81, 3.80], [-1.93, 0.52, 3.19], [-0.02, 2.28, 3.64], [0.34, 2.85, 5.00], [-0.30, 1.92, 6.03], [-1.74, 1.65, 5.58], [0.10, 2.99, 2.83], [0.55, 1.37, 3.43], [1.42, 2.92, 5.14], [-0.08, 3.86, 5.11], [0.26, 0.98, 6.07], [-0.28, 2.35, 7.04], [-2.06, 0.65, 5.85], [-2.43, 2.39, 5.99], [7.37, -6.91, -0.32], [8.04, -5.77, -0.90], [7.37, -4.50, -1.10], [9.56, -5.50, -0.02], [10.58, -6.37, -0.75], [10.30, -6.17, -2.24], [8.79, -6.29, -2.45], [9.44, -5.77, 1.03], [9.81, -4.44, -0.11], [11.60, -6.09, -0.49], [10.44, -7.42, -0.48], [10.64, -5.18, -2.55], [10.84, -6.90, -2.85], [8.44, -5.64, -3.25], [8.49, -7.32, -2.64]]}